This record from OMol25 describes a 3-piece molecular cluster, C42H70F9N3O9S4 overall at a distorted geometry. The level of theory is wB97M-V/def2-TZVPD.

Last column: Löwdin charge in e.
CARTESIAN COORDINATES (ANGSTROEM)
C: -1.931 -0.940 -2.224  0.123
C: -1.220 -0.359 -1.453  -0.132
C: -0.318 0.223 -0.465  -0.129
C: 0.044 1.681 -0.796  -0.188
C: 1.095 1.872 -1.888  -0.256
O: 0.866 1.065 -3.036  0.028
C: 1.934 0.254 -3.382  -0.395
O: 2.568 0.466 -4.368  0.188
C: 2.176 -0.903 -2.456  -0.154
C: 1.391 -2.028 -2.592  -0.024
C: 1.590 -3.078 -1.714  -0.062
C: 2.552 -2.971 -0.733  -0.074
C: 3.350 -1.854 -0.626  -0.071
C: 3.166 -0.797 -1.497  -0.035
C: 1.093 3.374 -2.273  -0.256
C: 1.959 3.721 -3.485  -0.114
C: 1.416 4.945 -4.248  -0.048
C: 0.850 4.643 -5.642  -0.458
F: 0.680 5.830 -6.283  0.109
F: 1.746 3.878 -6.314  0.126
C: -0.505 3.892 -5.543  -0.410
F: -0.277 2.623 -5.160  0.134
F: -1.272 4.466 -4.589  0.114
S: -1.558 3.852 -7.128  0.774
F: -1.852 5.392 -6.959  -0.118
F: -2.840 3.487 -6.260  -0.132
F: -1.308 2.295 -7.335  -0.134
F: -0.295 4.137 -8.035  -0.121
F: -2.463 3.856 -8.418  -0.113
S: 1.626 4.278 -0.832  0.669
O: 2.970 3.896 -0.503  -0.240
O: 1.423 5.677 -1.055  -0.237
O: 0.599 3.828 0.297  -0.157
C: 0.478 2.394 0.490  -0.286
C: 1.687 1.773 1.186  -0.131
C: 2.219 2.586 2.382  -0.158
C: 1.133 3.271 3.234  -0.148
C: 1.397 3.016 4.723  -0.209
N: 0.545 3.888 5.537  -0.233
C: 0.087 3.227 6.770  -0.196
C: -1.020 2.227 6.463  -0.188
C: -2.082 2.777 5.493  -0.225
C: -2.213 1.959 4.184  -0.099
C: 1.099 5.155 5.790  -1.088
S: 0.166 6.481 5.724  0.715
S: 2.838 5.315 6.225  0.870
C: 2.757 5.818 7.974  -0.482
C: 3.215 4.715 8.913  -0.319
C: 4.646 4.223 8.610  -0.120
H: -2.434 -1.409 -3.032  0.033
H: -0.894 0.248 0.466  0.125
H: 0.542 -0.416 -0.280  0.118
H: -0.868 2.169 -1.146  0.164
H: 2.099 1.663 -1.517  0.134
H: 0.640 -2.077 -3.364  0.117
H: 0.956 -3.941 -1.810  0.101
H: 2.671 -3.793 -0.041  0.109
H: 4.107 -1.769 0.139  0.108
H: 3.770 0.094 -1.422  0.123
H: 0.046 3.626 -2.442  0.139
H: 2.938 4.008 -3.101  0.125
H: 2.117 2.845 -4.104  0.105
H: 0.720 5.532 -3.658  0.125
H: 2.254 5.606 -4.459  0.139
H: -0.359 2.265 1.171  0.139
H: 2.505 1.562 0.502  0.102
H: 1.357 0.805 1.568  0.126
H: 2.953 3.296 2.012  0.107
H: 2.761 1.890 3.026  0.110
H: 1.170 4.343 3.052  0.120
H: 0.144 2.870 3.038  0.083
H: 2.460 3.090 4.966  0.086
H: 1.077 1.993 4.923  0.119
H: 0.928 2.753 7.293  0.118
H: -0.302 3.996 7.436  0.118
H: -0.623 1.282 6.092  0.096
H: -1.502 1.983 7.410  0.108
H: -1.931 3.828 5.266  0.091
H: -3.045 2.712 5.999  0.096
H: -3.153 1.416 4.154  0.060
H: -1.389 1.252 4.088  0.060
H: -2.168 2.626 3.323  0.061
H: 1.763 6.187 8.212  0.063
H: 3.433 6.666 8.080  0.075
H: 2.544 3.858 8.852  0.086
H: 3.156 5.096 9.934  0.104
H: 5.185 4.024 9.533  0.067
H: 4.618 3.291 8.053  0.064
H: 5.167 4.975 8.023  0.063
C: -7.758 -2.092 4.322  -0.112
O: -7.432 -3.180 3.482  -0.188
C: -7.681 -2.978 2.099  -0.216
C: -6.421 -2.688 1.307  -0.215
N: -5.872 -1.371 1.598  -0.050
C: -4.491 -1.142 1.173  -0.195
C: -3.392 -2.129 1.560  -0.225
O: -2.995 -2.111 2.918  -0.186
C: -3.909 -2.700 3.823  -0.096
H: -7.819 -2.473 5.340  0.090
H: -6.993 -1.308 4.301  0.069
H: -8.723 -1.655 4.050  0.089
H: -8.436 -2.199 1.946  0.122
H: -8.095 -3.916 1.721  0.122
H: -6.665 -2.737 0.241  0.124
H: -5.710 -3.496 1.522  0.100
H: -5.946 -1.183 2.587  0.064
H: -4.199 -0.165 1.566  0.118
H: -4.488 -1.057 0.081  0.111
H: -2.500 -1.829 1.003  0.105
H: -3.614 -3.155 1.242  0.115
H: -4.349 -3.616 3.421  0.089
H: -4.694 -1.995 4.108  0.069
H: -3.354 -2.951 4.727  0.089
C: 3.734 -9.259 -5.756  -0.112
O: 4.007 -8.012 -6.361  -0.187
C: 3.131 -7.641 -7.415  -0.215
C: 2.109 -6.603 -6.996  -0.214
N: 1.104 -7.145 -6.091  -0.051
C: 0.306 -6.166 -5.357  -0.194
C: 0.992 -5.047 -4.576  -0.228
O: 1.645 -5.435 -3.382  -0.216
C: 2.869 -6.124 -3.560  -0.080
H: 4.626 -9.557 -5.208  0.090
H: 2.904 -9.202 -5.043  0.069
H: 3.507 -10.023 -6.505  0.089
H: 2.649 -8.522 -7.852  0.122
H: 3.756 -7.189 -8.189  0.122
H: 1.606 -6.232 -7.895  0.124
H: 2.662 -5.764 -6.555  0.100
H: 1.543 -7.771 -5.432  0.065
H: -0.307 -6.726 -4.647  0.123
H: -0.384 -5.696 -6.067  0.118
H: 0.198 -4.367 -4.253  0.112
H: 1.667 -4.447 -5.200  0.119
H: 3.466 -5.692 -4.366  0.092
H: 2.701 -7.188 -3.738  0.071
H: 3.429 -6.033 -2.629  0.090

Computed properties:
HOMO = -8.31 eV
Spin multiplicity = 1
Frontier orbital gap = 7.9395 eV
SMILES = C#CC[C@@H]1[C@@H](OC(=O)c2ccccc2)[C@H](CCC(F)(F)C(F)(F)S(F)(F)(F)(F)F)S(=O)(=O)O[C@@H]1CCCCN(CCCC)C(=S)SCCC.COCCNCCOC.COCCNCCOC
Lowest unoccupied orbital energy = -0.370 eV
Net charge = 0

***

This record from OMol25 describes a 9-piece molecular cluster, C42H72Cl9N6O3 overall at a distorted geometry. The level of theory is wB97M-V/def2-TZVPD.

Last column: Löwdin spin population.
CARTESIAN COORDINATES (ANGSTROEM)
C: 20.093 -18.530 17.353  0.000
Cl: 18.399 -18.662 17.893  0.000
Cl: 21.038 -20.092 17.312  0.000
Cl: 20.967 -17.270 18.317  0.000
H: 20.029 -18.100 16.354  0.000
C: 21.984 -21.238 23.697  0.000
Cl: 22.940 -22.435 24.613  0.000
Cl: 22.061 -19.627 24.367  0.000
Cl: 20.273 -21.643 23.701  0.000
H: 22.339 -21.244 22.667  0.000
C: 17.293 -12.235 16.610  0.000
Cl: 18.320 -12.606 15.176  0.000
Cl: 15.768 -11.444 16.218  0.000
Cl: 18.184 -11.263 17.783  0.000
H: 17.011 -13.198 17.035  0.000
C: 27.603 -12.171 24.615  0.003
C: 26.666 -11.638 23.554  0.022
C: 26.161 -10.257 24.066  0.001
C: 25.326 -9.511 23.070  0.000
C: 26.130 -9.349 21.795  0.000
C: 26.816 -10.610 21.224  0.022
N: 27.391 -11.483 22.289  0.339
O: 28.070 -12.674 21.844  0.572
C: 25.711 -11.271 20.335  0.017
C: 27.897 -10.102 20.304  0.003
C: 25.447 -12.600 23.512  0.017
H: 28.517 -11.578 24.611  0.000
H: 27.847 -13.199 24.346  -0.001
H: 27.196 -12.120 25.625  0.000
H: 25.699 -10.423 25.039  0.000
H: 26.983 -9.585 24.310  0.001
H: 24.950 -8.572 23.477  0.000
H: 24.402 -10.068 22.916  0.000
H: 26.945 -8.647 21.973  0.000
H: 25.529 -8.853 21.033  0.000
H: 26.068 -12.253 20.025  0.002
H: 24.799 -11.594 20.838  0.000
H: 25.439 -10.608 19.514  0.001
H: 28.534 -10.937 20.012  -0.001
H: 27.681 -9.775 19.287  0.000
H: 28.566 -9.453 20.869  0.000
H: 25.769 -13.565 23.121  0.002
H: 24.768 -12.166 22.778  0.000
H: 25.078 -12.706 24.533  0.001
C: 26.710 -16.946 12.609  0.015
C: 27.910 -16.885 13.638  0.021
C: 27.334 -17.403 14.948  0.000
C: 27.401 -18.877 15.220  0.000
C: 28.807 -19.380 15.068  0.000
C: 29.350 -19.020 13.682  0.023
N: 29.240 -17.548 13.384  0.349
O: 29.926 -17.059 12.259  0.565
C: 30.795 -19.546 13.712  0.001
C: 28.692 -19.843 12.574  0.016
C: 28.067 -15.400 13.822  0.003
H: 26.980 -16.521 11.642  0.001
H: 25.884 -16.311 12.928  0.001
H: 26.326 -17.954 12.453  0.000
H: 27.545 -16.854 15.865  0.000
H: 26.248 -17.333 15.010  0.000
H: 26.631 -19.431 14.683  0.000
H: 27.168 -19.085 16.264  0.000
H: 28.680 -20.463 15.051  0.000
H: 29.538 -19.083 15.821  0.001
H: 31.148 -19.592 12.681  -0.001
H: 31.529 -18.893 14.184  0.000
H: 30.739 -20.557 14.116  0.000
H: 28.789 -19.405 11.581  0.002
H: 29.157 -20.824 12.478  0.002
H: 27.646 -20.132 12.672  0.000
H: 27.073 -14.995 14.015  0.000
H: 28.474 -14.816 12.996  -0.001
H: 28.758 -15.154 14.629  0.000
C: 22.429 -31.274 19.411  0.003
C: 23.090 -29.956 18.826  0.020
C: 22.530 -28.711 19.597  0.000
C: 23.373 -27.376 19.472  0.000
C: 24.827 -27.708 19.812  0.001
C: 25.370 -28.827 18.880  0.023
N: 24.562 -30.030 18.962  0.320
O: 25.173 -31.150 18.277  0.595
C: 25.572 -28.206 17.493  0.015
C: 26.849 -29.060 19.440  0.003
C: 22.573 -29.770 17.370  0.015
H: 22.362 -32.098 18.701  0.000
H: 21.466 -30.940 19.797  0.000
H: 22.873 -31.652 20.332  0.000
H: 21.530 -28.521 19.206  0.000
H: 22.277 -28.874 20.645  0.000
H: 22.988 -26.759 20.284  0.000
H: 23.319 -26.829 18.531  0.000
H: 24.831 -28.078 20.837  0.001
H: 25.440 -26.808 19.785  0.000
H: 24.728 -27.855 16.898  0.000
H: 26.290 -27.386 17.465  0.001
H: 26.065 -28.943 16.859  0.002
H: 26.997 -29.271 20.499  0.000
H: 27.191 -30.043 19.116  -0.001
H: 27.679 -28.401 19.186  0.000
H: 22.696 -28.804 16.879  0.000
H: 21.494 -29.919 17.344  0.001
H: 22.930 -30.530 16.674  0.002
N: 14.243 -26.724 16.599  0.000
C: 14.358 -26.934 17.947  0.000
C: 15.364 -26.098 18.451  0.000
C: 15.875 -25.428 17.340  0.000
C: 15.189 -25.847 16.207  0.000
H: 13.634 -27.278 16.014  0.000
H: 13.684 -27.570 18.500  0.000
H: 15.650 -26.039 19.491  0.000
H: 16.728 -24.790 17.518  0.000
H: 15.399 -25.577 15.182  0.000
N: 11.283 -19.333 16.152  0.000
C: 10.923 -18.425 15.148  0.000
C: 10.468 -19.172 14.099  0.000
C: 10.604 -20.569 14.429  0.000
C: 11.242 -20.571 15.637  0.000
H: 11.831 -19.151 16.981  0.000
H: 11.126 -17.375 15.300  0.000
H: 10.174 -18.805 13.127  0.000
H: 10.564 -21.388 13.726  0.000
H: 11.647 -21.396 16.203  0.000
N: 15.949 -19.253 11.917  0.000
C: 16.646 -18.103 12.244  0.000
C: 17.662 -17.952 11.336  0.000
C: 17.642 -19.041 10.443  0.000
C: 16.531 -19.819 10.801  0.000
H: 15.192 -19.651 12.454  0.000
H: 16.328 -17.506 13.086  0.000
H: 18.425 -17.190 11.281  0.000
H: 18.333 -19.192 9.627  0.000
H: 16.175 -20.729 10.342  0.000

Computed properties:
HOMO (spin up / spin down) = -8.32 / -8.32 eV
Spin multiplicity = 4
Frontier orbital gap (spin up / spin down) = 8.2131 / 7.9963 eV
Expectation value of S² = 3.765
Lowest unoccupied orbital energy (spin up / spin down) = -0.111 / -0.327 eV
Net charge = 0